DFT (ωB97M-V/def2-TZVPD) results for a cluster of 3 separate species, C6H15NO2 in total.

The geometry in XYZ format:
```
24
Properties=species:S:1:pos:R:3
O -1.25 1.78 -1.16
O -2.59 0.49 0.68
N 1.11 0.22 -2.98
C 0.19 -1.11 -1.24
C 0.90 0.88 2.64
C 1.24 -0.49 -1.76
C 0.68 0.04 1.45
C 0.01 -1.08 1.32
C 0.20 -1.91 0.03
H 1.02 -2.60 0.09
H 1.19 0.60 0.64
H 1.95 1.36 2.67
H 0.83 0.47 3.63
H -1.94 2.37 -0.88
H 2.23 -0.70 -1.35
H -1.72 0.69 0.31
H 1.93 0.87 -3.13
H -0.59 -1.45 2.20
H -0.63 -2.62 -0.06
H -0.83 -0.96 -1.65
H 0.16 1.67 2.68
H 0.30 0.84 -2.93
H -2.82 -0.42 0.48
H -1.57 1.07 -1.69
```

Output
SMILES   C/C=C/C/C=C/N.O.O
M   133.191 g/mol
Total energy   -12048.442 eV
2S+1   1


DFT (ωB97M-V/def2-TZVPD) results for a cluster of 3 separate species, C6H15NO2 in total.

The geometry in XYZ format:
```
24
Properties=species:S:1:pos:R:3
O -2.93 0.78 0.27
O -1.30 1.69 -0.97
N 0.98 -1.85 -1.31
C 1.67 0.29 -0.44
C -1.89 -0.53 -1.46
C 2.56 1.13 0.42
C -2.03 0.59 -0.73
C -0.58 -0.12 1.98
C 1.79 -1.04 -0.54
H 3.25 1.72 -0.20
H -1.42 -0.47 -2.42
H 0.99 0.81 -1.10
H 0.00 0.11 1.07
H 0.15 -0.29 2.77
H -1.16 -1.03 1.86
H 0.90 -2.80 -0.96
H -1.51 2.35 -0.29
H -2.55 -1.37 -1.28
H -3.39 -0.04 0.46
H -1.23 0.70 2.27
H 0.04 -1.40 -1.57
H 2.52 -1.57 0.07
H 3.15 0.52 1.09
H 1.98 1.83 1.01
```

Output
SMILES   C/C=C/N.C=C(O)O.C
M   133.191 g/mol
Total energy   -12048.804 eV
2S+1   1


DFT (ωB97M-V/def2-TZVPD) results for a cluster of 2 separate species, C6H15NO2 in total.

The geometry in XYZ format:
```
24
Properties=species:S:1:pos:R:3
O -2.49 -0.93 -0.97
O -0.87 2.23 1.74
N -0.24 -1.31 -0.98
C -1.42 -0.77 -1.80
C 0.13 -0.65 0.32
C 1.61 -0.18 0.07
C 1.53 2.17 -0.58
C -0.18 -1.49 1.67
C 1.71 0.88 -0.91
H 1.31 2.49 0.46
H 2.00 0.56 -1.92
H -1.55 -1.55 -2.53
H -0.57 1.65 1.09
H -3.28 -0.46 -1.14
H 2.29 -1.05 -0.25
H -0.72 -2.40 1.28
H 2.07 0.25 1.05
H -0.56 -0.81 2.52
H -0.50 -2.27 -0.85
H 0.74 -1.80 2.14
H 1.51 2.96 -1.15
H -0.84 1.79 2.53
H -0.33 0.40 0.43
H -1.37 0.28 -2.21
```

Output
SMILES   C=CC[C@H](C)NCO.O
M   133.191 g/mol
Total energy   -12047.174 eV
2S+1   1


Respective HOMO values: -8.30; -7.43; -9.08 eV.